Record 1
{
  "formula": "C3H6BBrO2",
  "method": "the ωB97M-V functional and the def2-TZVPD basis",
  "elements": ["B", "C", "C", "C", "O", "O", "Br", "H", "H", "H", "H", "H", "H"],
  "xyz": [[1.661, 0.320, 0.448], [-1.819, -0.634, -0.723], [-0.653, 0.101, -0.634], [0.204, -0.228, 0.393], [1.972, 1.376, -0.372], [2.525, -0.165, 1.345], [-4.963, -0.549, 0.499], [-2.505, -0.362, -1.549], [-2.139, -1.526, -0.081], [-0.288, 0.731, -1.393], [-0.323, -0.911, 1.067], [2.948, 1.735, -0.515], [3.381, 0.109, 1.513]],
  "atomic_forces_ev_per_a": [[1.37, 1.49, 0.09], [-2.98, -0.75, -0.39], [1.38, -1.16, 1.90], [-1.58, -0.24, -0.72], [2.31, 1.03, -1.10], [-2.53, -2.08, 0.49], [1.05, 0.09, -0.30], [0.30, -0.70, 0.53], [0.69, 1.59, -0.90], [-0.19, 0.98, -0.92], [0.98, 0.12, 0.36], [-3.23, -1.48, 0.85], [2.43, 1.11, 0.11]],
  "mulliken_charge": [0.6077, -0.7415, 0.1174, -0.2504, -0.5701, -0.5257, -0.5665, 0.3089, 0.2986, 0.3872, 0.3307, 0.3149, 0.2887],
  "e_tot_ev": -78021.1817,
  "max_force_ev_per_a": 3.7,
  "de_lowest_kj_mol": 255.9,
  "mol_weight_g_mol": 164.795,
  "gap_ev": [4.67, 4.68],
  "total_charge": 0
}



Record 2
{
  "formula": "C3H6Br2O",
  "method": "the ωB97M-V functional and the def2-TZVPD basis",
  "elements": ["C", "C", "C", "O", "Br", "Br", "H", "H", "H", "H", "H", "H"],
  "xyz": [[-1.009, -0.364, -1.074], [-0.926, 0.347, 0.248], [1.454, -0.167, 0.751], [0.128, -0.090, 1.115], [2.391, 0.147, 2.369], [2.152, 1.195, -0.524], [-0.122, -0.214, -1.508], [-1.344, -1.377, -1.129], [-1.905, 0.098, -1.695], [-1.812, 0.228, 0.890], [-0.900, 1.421, 0.157], [1.892, -1.224, 0.401]],
  "atomic_forces_ev_per_a": [[-5.18, 1.22, 0.17], [-1.13, -0.45, 0.98], [0.60, -1.65, -0.55], [0.65, -0.30, -0.54], [0.68, 0.00, 1.07], [-0.54, -0.34, -0.06], [3.17, 0.34, -2.42], [0.38, -0.98, 0.82], [2.08, -0.24, 1.03], [0.20, -0.44, -0.30], [0.62, 0.48, -0.51], [-1.52, 2.37, 0.31]],
  "mulliken_charge": [-0.8649, -0.4190, -0.1283, -0.2650, -0.0980, -0.1160, 0.3128, 0.2970, 0.2828, 0.3237, 0.3448, 0.3302],
  "e_tot_ev": -145339.2713,
  "max_force_ev_per_a": 5.3,
  "de_lowest_kj_mol": 111.8,
  "mol_weight_g_mol": 217.888,
  "gap_ev": 10.56,
  "total_charge": 0
}



Record 3
{
  "formula": "C3H6Br2O2",
  "method": "the ωB97M-V functional and the def2-TZVPD basis",
  "elements": ["C", "C", "C", "O", "O", "Br", "Br", "H", "H", "H", "H", "H", "H"],
  "xyz": [[-1.637, 1.290, -0.180], [-0.112, -0.681, -0.079], [-0.779, 0.631, 0.567], [-0.712, -1.879, 0.299], [1.242, -0.761, 0.203], [-0.337, 0.764, 2.362], [3.116, 0.993, -1.967], [-2.092, 2.139, 0.238], [-2.011, 0.850, -1.090], [3.357, -0.310, -1.410], [-0.151, -0.436, -1.145], [-1.265, -1.741, 1.049], [1.381, -0.859, 1.152]],
  "atomic_forces_ev_per_a": [[0.02, -0.27, 0.94], [0.05, 1.80, 0.78], [0.79, -3.17, -1.69], [0.07, -0.07, -1.17], [0.61, 0.22, -0.25], [0.00, 0.73, 0.66], [0.15, -0.39, 0.10], [-0.81, 1.08, 0.15], [0.38, 0.27, -0.37], [-0.18, 0.46, -0.14], [-0.22, -0.81, -0.02], [-0.69, 0.19, 0.90], [-0.15, -0.04, 0.11]],
  "mulliken_charge": [-0.7269, -0.2101, 0.3293, -0.4733, -0.3631, -0.0986, -0.2447, 0.3117, 0.2717, 0.2100, 0.3237, 0.3760, 0.2945],
  "e_tot_ev": -147386.9941,
  "max_force_ev_per_a": 3.7,
  "de_lowest_kj_mol": 143.2,
  "mol_weight_g_mol": 233.887,
  "gap_ev": 10.51,
  "total_charge": 0
}



Record 4
{
  "formula": "C3H6Br2O3",
  "method": "the ωB97M-V functional and the def2-TZVPD basis",
  "elements": ["C", "C", "C", "O", "O", "O", "Br", "Br", "H", "H", "H", "H", "H", "H"],
  "xyz": [[0.138, 0.146, 1.807], [0.768, -0.035, 0.451], [-0.448, -0.114, -1.030], [-1.337, 0.964, -1.047], [-1.098, -1.285, -1.052], [0.408, 0.128, -2.057], [1.710, -1.795, 0.261], [1.953, 1.391, 0.073], [-0.640, 0.799, 1.756], [0.746, 0.640, 2.518], [-0.215, -0.790, 2.368], [-0.835, 1.782, -1.085], [-1.693, -1.181, -0.383], [0.544, -0.649, -2.581]],
  "atomic_forces_ev_per_a": [[0.77, -3.05, 1.03], [-2.03, -1.40, -1.88], [2.52, 2.51, 1.37], [-0.36, -0.92, 1.27], [2.49, -0.20, -2.75], [0.06, -0.38, -0.44], [-0.28, 0.81, 0.28], [0.35, 0.51, 0.00], [-2.67, 1.76, -0.62], [1.35, 0.28, 0.57], [0.45, 1.01, -1.33], [0.27, 0.11, -0.05], [-3.12, -0.21, 2.98], [0.21, -0.85, -0.42]],
  "mulliken_charge": [-1.2844, 0.3162, 0.3369, -0.5427, -0.4599, -0.4336, -0.1263, -0.0212, 0.4087, 0.4362, 0.3154, 0.3792, 0.3358, 0.3396],
  "e_tot_ev": -149434.4062,
  "max_force_ev_per_a": 4.3,
  "de_lowest_kj_mol": 145.1,
  "mol_weight_g_mol": 249.886,
  "gap_ev": 10.07,
  "total_charge": 0
}



Record 5
{
  "formula": "C3H6Br3Ca2F4O8P2Rb2",
  "method": "the ωB97M-V functional and the def2-TZVPD basis",
  "elements": ["Rb", "Rb", "Ca", "Ca", "O", "H", "O", "H", "O", "P", "O", "F", "F", "O", "P", "O", "F", "F", "C", "C", "O", "O", "H", "H", "H", "C", "Br", "Br", "Br", "H"],
  "xyz": [[-4.373, 0.922, -1.784], [1.451, 2.570, -0.170], [-2.511, -2.730, -1.382], [-1.340, -0.788, 1.398], [-3.121, -0.991, -0.063], [-3.921, -0.567, 0.304], [-0.961, -2.541, 0.169], [-0.480, -3.289, 0.574], [-2.297, 1.232, 2.053], [-2.274, 2.741, 1.710], [-3.222, 3.213, 0.602], [-0.727, 3.173, 1.298], [-2.611, 3.615, 3.043], [-1.241, -1.076, -2.369], [-0.755, 0.299, -1.889], [-0.889, 0.625, -0.414], [-1.608, 1.541, -2.568], [0.820, 0.584, -2.274], [2.420, -0.618, 3.502], [1.073, -0.440, 2.820], [0.140, -1.217, 3.099], [0.875, 0.427, 1.972], [2.772, -1.627, 3.287], [3.171, 0.084, 3.138], [2.392, -0.565, 4.590], [3.324, -1.009, -4.053], [5.003, -2.099, -4.307], [2.595, -0.501, -5.826], [3.665, 0.648, -2.986], [2.628, -1.614, -3.472]],
  "atomic_forces_ev_per_a": [[0.23, 0.79, 0.28], [-0.04, -0.38, 0.48], [1.19, 1.35, 1.42], [0.48, 1.61, 1.02], [-2.05, -0.41, -0.77], [0.76, -0.61, 0.14], [0.10, -2.29, -0.59], [-0.17, 0.67, -0.32], [0.41, 3.22, -0.17], [-2.47, -1.38, -1.11], [2.16, -0.85, 1.84], [-1.97, -0.16, 1.12], [1.32, -1.27, -1.92], [0.72, 2.63, -0.51], [-0.52, -0.22, 2.77], [0.96, -0.23, -2.95], [1.58, -1.98, -0.18], [-3.07, -0.38, -0.24], [0.29, -0.13, -0.13], [0.37, -0.51, 1.00], [-0.70, -1.83, 1.11], [0.64, 2.17, -2.09], [-0.01, -0.06, -0.09], [-0.17, 0.05, -0.03], [-0.39, 0.15, -0.06], [1.01, 0.38, -0.51], [-1.38, 0.96, 0.33], [0.30, -0.43, 1.23], [0.31, -1.02, -0.69], [0.09, 0.19, -0.37]],
  "mulliken_charge": [0.9004, 0.9683, 1.5067, 1.4926, -0.7361, 0.0474, -0.8720, 0.1253, -0.5632, 0.6396, -0.6406, -0.2141, -0.2413, -0.6695, 0.4048, 0.0319, -0.2440, -0.0948, -1.1698, 0.9999, -0.8569, -0.6296, 0.2922, 0.2643, 0.3124, -0.3275, -0.0302, 0.0021, -0.0329, 0.3344],
  "e_tot_ev": -297363.3338,
  "max_force_ev_per_a": 3.2,
  "mol_weight_g_mol": 798.817,
  "gap_ev": 6.76,
  "total_charge": 1
}



Record 6
{
  "formula": "C3H6Br3OP",
  "method": "the ωB97M-V functional and the def2-TZVPD basis",
  "elements": ["C", "C", "C", "O", "P", "Br", "Br", "Br", "H", "H", "H", "H", "H", "H"],
  "xyz": [[-1.446, -0.005, 0.326], [0.955, -0.110, 1.050], [-0.195, 0.406, 0.288], [-0.943, 2.339, -1.542], [0.236, 1.642, -1.020], [-0.312, -3.032, -0.545], [1.794, 3.009, -0.402], [1.183, 0.408, -2.543], [-1.586, -0.948, 0.751], [-1.281, -3.345, 0.477], [-2.148, 0.216, -0.489], [1.240, 0.515, 1.893], [0.783, -1.073, 1.492], [1.718, -0.020, 0.263]],
  "atomic_forces_ev_per_a": [[-9.08, -2.15, -0.53], [-0.21, 0.86, -0.75], [9.36, 5.07, -1.28], [-0.02, 0.12, -0.06], [-1.64, -1.10, 1.04], [-0.32, -0.32, 0.26], [0.35, 0.00, 0.31], [0.49, -0.33, -0.59], [-0.55, -1.31, 0.74], [0.39, 0.07, -0.44], [0.23, 0.16, 0.50], [0.14, 0.52, 0.17], [0.10, -0.72, -0.29], [0.76, -0.85, 0.94]],
  "mulliken_spin": [0.9993, 0.0269, 0.6556, 0.0158, 0.0736, 0.0215, 0.0073, 0.0523, 0.0308, -0.0027, 0.0351, 0.0597, 0.0051, 0.0197],
  "spin_multiplicity": 3,
  "s2": 2.01,
  "e_tot_ev": -224668.9263,
  "max_force_ev_per_a": 10.7,
  "mol_weight_g_mol": 328.766,
  "gap_ev": [6.52, 7.47],
  "total_charge": 0
}



Record 7
{
  "formula": "C3H6BrF2N",
  "method": "the ωB97M-V functional and the def2-TZVPD basis",
  "elements": ["C", "C", "C", "N", "F", "F", "Br", "H", "H", "H", "H", "H", "H"],
  "xyz": [[-0.103, 0.885, 1.275], [0.168, -0.014, -1.873], [-1.016, -0.321, 1.557], [1.206, -0.792, -2.081], [-0.113, -1.422, 1.479], [-1.527, -0.351, 2.787], [-0.246, 1.244, -3.179], [-0.507, 1.505, 0.451], [0.144, 1.499, 2.075], [0.773, 0.481, 0.845], [-1.985, -0.484, 0.897], [1.365, -1.504, -1.341], [1.843, -0.726, -2.892]],
  "atomic_forces_ev_per_a": [[-1.97, -0.46, -2.23], [-0.02, -1.25, 1.29], [-0.18, -0.43, -1.63], [-0.19, 0.30, -0.07], [-1.42, 0.37, -0.11], [-0.01, 0.20, 1.28], [0.40, 0.34, -0.82], [-0.11, -0.23, 0.60], [0.12, 0.80, 1.79], [1.06, -0.39, -0.25], [2.57, 0.18, 0.60], [0.06, 0.79, -0.97], [-0.31, -0.25, 0.52]],
  "mulliken_charge": [-0.9639, -0.0656, 0.4964, -0.2693, -0.3010, -0.2765, -0.1777, 0.1957, 0.3730, 0.2922, 0.1972, 0.2850, 0.2145],
  "e_tot_ev": -80173.7005,
  "max_force_ev_per_a": 3.0,
  "de_lowest_kj_mol": 214.7,
  "mol_weight_g_mol": 173.988,
  "gap_ev": 9.53,
  "total_charge": 0
}



Record 8
{
  "formula": "C3H6BrN2",
  "method": "the ωB97M-V functional and the def2-TZVPD basis",
  "elements": ["C", "C", "C", "N", "N", "Br", "H", "H", "H", "H", "H", "H"],
  "xyz": [[-0.018, 1.312, -0.330], [-0.503, -1.598, -1.014], [1.389, 2.399, 1.314], [0.527, 2.030, 0.513], [-1.327, -1.378, -0.042], [-1.544, 1.736, -1.362], [-0.448, -2.522, -1.559], [0.089, -0.845, -1.245], [2.302, 2.784, 0.997], [1.050, 2.237, 2.302], [-2.027, -2.139, 0.293], [-1.311, -0.539, 0.533]],
  "atomic_forces_ev_per_a": [[-0.16, -0.81, 0.08], [-3.56, -2.24, 2.38], [-0.72, 0.14, 1.43], [-1.22, -0.88, -2.64], [-0.85, -3.17, -0.09], [0.05, 0.73, 0.14], [-0.43, -0.44, 0.04], [2.95, 3.53, -1.04], [1.45, 0.75, -0.31], [0.56, 0.36, 1.41], [1.64, 1.66, -0.89], [0.28, 0.36, -0.50]],
  "mulliken_charge": [-0.3340, 0.0049, -0.2817, 0.0059, -0.1622, 0.0184, 0.2675, 0.3529, 0.2899, 0.2497, 0.3128, 0.2758],
  "e_tot_ev": -76220.2924,
  "max_force_ev_per_a": 4.8,
  "de_lowest_kj_mol": 331.5,
  "mol_weight_g_mol": 149.999,
  "gap_ev": 7.09,
  "total_charge": 1
}